A molecular structure, C57H55N7O5Tl. Source: OMol25; level of theory: the ωB97M-V functional and the def2-TZVPD basis.

Structure (XYZ):
```
125
Properties=species:S:1:pos:R:3:lowdin_charge:R:1
Tl 0.21232 0.09489 -0.15414 1.12
C -5.88429 -7.77806 -0.98581 -0.11
O -5.15009 -7.24023 0.08774 -0.10
C -4.34045 -6.16966 -0.19202 -0.29
C -3.57644 -5.68739 0.86787 -0.01
C -2.73422 -4.61085 0.67998 -0.03
C -2.62515 -3.96678 -0.56137 -0.21
C -3.38653 -4.47817 -1.60758 -0.03
C -4.24184 -5.56286 -1.43336 -0.03
C -1.73696 -2.78845 -0.70450 -0.10
C -2.28921 -1.58851 -1.12695 -0.26
C -3.68030 -1.37758 -1.47067 -0.03
C -3.85037 -0.06091 -1.74240 -0.03
C -2.57685 0.60068 -1.56770 -0.27
N -1.64654 -0.36172 -1.20609 0.00
C -2.36964 1.97009 -1.65373 -0.10
C -1.14514 2.67222 -1.36727 -0.26
C -0.91901 4.04316 -1.55017 -0.04
C 0.41095 4.29574 -1.21679 -0.05
C 0.99233 3.07053 -0.85905 -0.25
C 2.38702 2.84591 -0.54691 -0.10
C 3.27528 4.03748 -0.57761 -0.21
C 3.96823 4.45585 0.56158 -0.03
C 4.80574 5.55592 0.53565 -0.01
C 4.97922 6.27449 -0.64161 -0.29
O 5.81966 7.35608 -0.57345 -0.10
C 5.97153 8.11703 -1.74811 -0.11
C 4.30935 5.87305 -1.78892 -0.02
C 3.46955 4.76681 -1.74635 -0.03
C 2.98814 1.62054 -0.31391 -0.26
N 2.35308 0.39519 -0.22008 -0.02
C 3.31540 -0.59677 -0.11743 -0.28
C 3.10132 -1.95335 -0.00969 -0.12
C 4.29813 -2.84107 0.05698 -0.22
C 4.80028 -3.41053 -1.10681 -0.01
C 5.90685 -4.25138 -1.09237 -0.02
C 6.53003 -4.54010 0.11374 -0.29
O 7.62055 -5.35826 0.24183 -0.09
C 8.09799 -5.97206 -0.93069 -0.11
C 6.04356 -3.97835 1.28868 -0.01
C 4.94192 -3.14085 1.25584 -0.02
C 1.83085 -2.63627 -0.05325 -0.27
C 1.64196 -4.02373 -0.02814 -0.04
C 0.27911 -4.26066 -0.22348 -0.05
C -0.34699 -3.01421 -0.35548 -0.26
N 0.60661 -2.02978 -0.22623 0.01
C 4.61108 0.04635 -0.12462 -0.01
C 4.41658 1.38204 -0.23371 -0.01
N 0.02776 2.09145 -0.93457 0.01
C -3.52845 2.81227 -2.04742 -0.20
C -4.16545 2.66073 -3.27364 -0.03
C -5.29111 3.40281 -3.61926 -0.02
C -5.80315 4.32836 -2.72308 -0.29
O -6.91862 5.09118 -2.94480 -0.10
C -7.58432 4.89916 -4.17033 -0.11
C -5.16070 4.52421 -1.50384 -0.01
C -4.04089 3.78371 -1.18008 -0.04
H -6.43665 -8.62423 -0.58329 0.09
H -5.22817 -8.12616 -1.79010 0.09
H -6.59056 -7.04934 -1.39723 0.09
H -3.66378 -6.17360 1.83182 0.11
H -2.14013 -4.24253 1.50736 0.12
H -3.29612 -4.02972 -2.58882 0.12
H -4.81329 -5.92419 -2.27837 0.10
H -4.43912 -2.14276 -1.48165 0.10
H -4.77127 0.42890 -2.01708 0.10
H -1.63665 4.76442 -1.90776 0.10
H 0.91014 5.25044 -1.23308 0.09
H 3.84048 3.90006 1.48269 0.12
H 5.33554 5.88148 1.42262 0.11
H 6.61585 8.95405 -1.48798 0.09
H 5.01144 8.49984 -2.10813 0.09
H 6.44247 7.53754 -2.54898 0.09
H 4.44004 6.39788 -2.72605 0.10
H 2.96133 4.45235 -2.64901 0.12
H 4.31169 -3.18779 -2.04747 0.13
H 6.26931 -4.66698 -2.02339 0.10
H 8.92871 -6.60530 -0.62704 0.09
H 8.45725 -5.23584 -1.65686 0.09
H 7.33051 -6.59216 -1.40449 0.09
H 6.54619 -4.21427 2.21868 0.11
H 4.57517 -2.70957 2.18002 0.11
H 2.42253 -4.75968 0.08389 0.10
H -0.20752 -5.21992 -0.29880 0.10
H 5.55000 -0.48196 -0.06283 0.11
H 5.17140 2.14925 -0.29612 0.10
H -3.77578 1.93935 -3.98152 0.12
H -5.74606 3.25077 -4.58922 0.10
H -8.45052 5.55707 -4.15294 0.09
H -7.92502 3.86515 -4.28550 0.09
H -6.94907 5.16355 -5.02155 0.09
H -5.56312 5.26280 -0.82100 0.11
H -3.54356 3.95602 -0.23337 0.11
C -0.25452 -0.70907 3.26918 -0.15
C 0.11363 -0.64585 4.77298 -0.15
N 1.28668 0.20356 4.97698 -0.17
C 1.02014 1.53147 4.41881 -0.15
C 0.77411 1.44431 2.89149 -0.14
N 0.74141 0.02791 2.47287 -0.18
C 2.06676 -0.55422 2.75303 -0.14
C 2.41089 -0.39297 4.25586 -0.15
H -1.21956 -0.25200 3.09020 0.08
H -0.28084 -1.73798 2.89910 0.12
H 0.34476 -1.63789 5.16813 0.11
H -0.70859 -0.23171 5.36219 0.11
H 1.87660 2.17153 4.64332 0.11
H 0.15196 1.94267 4.93986 0.11
H 1.57313 1.93104 2.32587 0.12
H -0.16529 1.91018 2.60732 0.10
H 2.79656 -0.03958 2.13139 0.10
H 2.04555 -1.60267 2.45150 0.12
H 3.28194 0.25191 4.39328 0.12
H 2.63330 -1.35646 4.72072 0.11
C -5.41300 0.48961 1.83308 -0.05
N -3.98955 0.22631 1.80921 -0.16
C -3.58694 -1.13303 2.12132 -0.03
C -3.12144 1.16939 1.40654 -0.29
O -1.90439 1.06487 1.34908 -0.04
H -5.85803 -0.08369 2.64608 0.09
H -5.88959 0.19232 0.89389 0.09
H -5.60473 1.54784 2.00717 0.09
H -3.72933 -1.34113 3.18645 0.10
H -2.54579 -1.27664 1.85560 0.07
H -4.18169 -1.83645 1.53720 0.09
H -3.62750 2.11210 1.14846 0.13
```

Properties
Frontier orbital gap (spin up / spin down) (Ha): 0.16353 / 0.16349
Electronic energy (hartree): -3137.01903
Strongest force on any atom (eV Å⁻¹): 0.7
Charge: -1